DFT (wB97M-V/def2-TZVPD) results for C43H41F12N6O3SSeV as an isolated structure.

Structure (XYZ):
```
108
Properties=species:S:1:pos:R:3:lowdin_charge:R:1
V -0.855 -0.520 -0.301 0.906
N 1.490 -1.304 3.453 0.053
C 0.520 -0.910 2.531 -0.885
S -0.401 -2.156 1.768 0.651
N 0.373 0.368 2.366 0.000
N -0.667 0.626 1.474 -0.103
C -1.547 1.450 1.899 -0.073
C -2.886 1.569 1.363 -0.147
C -3.687 2.642 1.773 -0.076
C -5.038 2.695 1.503 -0.136
C -5.626 1.608 0.844 -0.123
C -4.873 0.529 0.450 -0.032
C -3.468 0.479 0.647 -0.357
O -2.802 -0.534 0.207 -0.162
H 1.311 -2.229 3.812 0.056
H 1.656 -0.609 4.167 0.041
H -1.329 1.986 2.825 0.121
H -3.214 3.446 2.330 0.101
H -5.633 3.546 1.811 0.077
H -6.692 1.617 0.636 0.087
H -5.320 -0.307 -0.074 0.111
C -4.481 -0.515 -6.485 -0.081
C -3.605 -0.844 -5.303 -0.299
C -3.179 -2.136 -5.030 -0.076
C -2.391 -2.411 -3.933 -0.027
C -1.975 -1.417 -3.008 -0.200
N -1.221 -1.713 -1.923 -0.027
C -0.781 -2.994 -1.611 -0.250
C -1.659 -4.077 -1.463 -0.026
C -1.222 -5.318 -1.040 -0.058
C 0.115 -5.531 -0.736 -0.286
C 0.614 -6.861 -0.231 -0.071
C 0.990 -4.458 -0.858 0.002
C 0.579 -3.198 -1.276 -0.080
C 1.526 -1.976 -1.322 -0.327
O 1.022 -0.852 -0.737 -0.218
C 1.922 -1.733 -2.818 -0.529
F 0.876 -1.634 -3.638 0.166
F 2.664 -2.765 -3.305 0.121
F 2.659 -0.627 -2.981 0.150
C 2.872 -2.230 -0.553 -0.538
F 3.678 -1.162 -0.640 0.105
F 3.632 -3.279 -0.981 0.098
F 2.653 -2.458 0.744 0.128
C -2.332 -0.074 -3.347 -0.039
C -3.143 0.153 -4.454 -0.013
C -1.762 1.162 -2.620 -0.310
O -1.222 0.999 -1.385 -0.184
C -0.630 1.779 -3.502 -0.532
F 0.449 1.004 -3.480 0.170
F -0.961 1.949 -4.804 0.127
F -0.262 2.999 -3.053 0.142
C -2.866 2.274 -2.453 -0.528
F -2.543 3.159 -1.508 0.155
F -3.090 3.014 -3.577 0.106
F -4.047 1.747 -2.110 0.158
H -4.795 -1.427 -6.998 0.059
H -3.961 0.112 -7.216 0.067
H -5.385 0.021 -6.183 0.067
H -3.463 -2.951 -5.691 0.096
H -2.064 -3.428 -3.775 0.092
H -2.711 -3.907 -1.652 0.117
H -1.939 -6.126 -0.921 0.099
H -0.167 -7.621 -0.297 0.061
H 0.927 -6.793 0.814 0.073
H 1.474 -7.212 -0.808 0.069
H 2.023 -4.630 -0.590 0.111
H -3.417 1.170 -4.702 0.112
C 7.379 -0.179 1.670 -0.114
C 6.749 -1.562 1.532 -0.249
C 6.128 -2.096 2.823 -0.184
C 4.789 -1.472 3.213 -0.163
N 4.892 -0.164 3.851 -0.016
C 4.467 1.021 3.296 -0.712
Se 3.804 1.239 1.632 0.796
N 4.654 1.984 4.264 -0.032
C 4.276 3.376 4.112 -0.170
C 3.008 3.766 4.869 -0.186
C 1.769 2.923 4.538 -0.245
C 1.626 1.687 5.420 -0.107
C 5.173 1.415 5.408 -0.165
C 5.507 1.954 6.637 -0.017
C 5.998 1.080 7.606 -0.111
C 6.137 -0.278 7.349 -0.110
C 5.799 -0.821 6.111 -0.012
C 5.318 0.047 5.146 -0.156
H 7.892 0.104 0.749 0.068
H 8.112 -0.163 2.484 0.069
H 6.624 0.583 1.863 0.020
H 7.517 -2.271 1.206 0.099
H 5.987 -1.545 0.748 0.099
H 6.848 -1.988 3.644 0.099
H 5.948 -3.169 2.712 0.111
H 4.252 -2.126 3.903 0.119
H 4.146 -1.346 2.345 0.060
H 4.138 3.524 3.041 0.070
H 5.117 3.994 4.443 0.121
H 2.829 4.818 4.629 0.107
H 3.192 3.726 5.950 0.095
H 1.784 2.610 3.492 0.072
H 0.875 3.540 4.658 0.102
H 2.460 0.996 5.276 0.050
H 0.707 1.154 5.174 0.063
H 1.606 1.957 6.481 0.072
H 5.377 3.007 6.844 0.103
H 6.265 1.468 8.581 0.092
H 6.512 -0.932 8.127 0.093
H 5.905 -1.879 5.913 0.106
```

HOMO level (alpha / beta) = -1.40 / -1.58 eV
spin multiplicity = 3
expectation value of S² = 2.0107
calculated total energy = -194827.14450 eV
total charge = -2

=====

DFT (wB97M-V/def2-TZVPD) results for C43H42BNO3P2PtTe as an isolated structure in a non-equilibrium geometry.

Structure (XYZ):
```
94
Properties=species:S:1:pos:R:3:lowdin_charge:R:1
Pt 0.601 0.379 1.555 0.935
Te -1.129 -2.149 5.126 1.353
C -2.416 -3.729 4.575 -0.562
C -1.929 -4.964 4.178 -0.118
C -2.843 -5.929 3.767 -0.120
N -4.156 -5.732 3.741 0.089
C -4.615 -4.558 4.164 -0.131
C -3.791 -3.526 4.593 -0.138
C -1.209 -1.216 3.215 -0.853
P -0.435 -1.864 1.668 0.888
C -1.628 -2.734 0.648 -0.407
C -2.882 -3.108 1.119 -0.094
C -3.725 -3.857 0.312 -0.045
C -3.313 -4.235 -0.959 -0.042
C -2.063 -3.856 -1.433 -0.049
C -1.217 -3.104 -0.633 -0.086
C 0.827 -3.047 2.164 -0.394
C 1.971 -2.585 2.818 -0.130
C 2.933 -3.478 3.252 -0.056
C 2.765 -4.840 3.022 -0.042
C 1.637 -5.302 2.361 -0.050
C 0.663 -4.410 1.934 -0.081
P -1.313 0.447 3.117 0.878
C -2.033 1.239 1.679 -0.388
C -2.753 0.565 0.693 -0.057
C -3.362 1.294 -0.316 -0.029
C -3.259 2.678 -0.340 -0.027
C -2.544 3.357 0.644 -0.034
C -1.928 2.643 1.651 -0.082
C -1.859 1.341 4.553 -0.398
C -3.230 1.348 4.824 -0.072
C -3.683 1.988 5.963 -0.041
C -2.783 2.625 6.812 -0.033
C -1.425 2.630 6.529 -0.046
C -0.955 1.983 5.396 -0.077
H -0.869 -5.183 4.186 0.090
H -2.495 -6.903 3.441 0.117
H -5.692 -4.431 4.162 0.117
H -4.223 -2.591 4.926 0.096
H -3.204 -2.826 2.111 0.086
H -4.696 -4.157 0.681 0.117
H -3.969 -4.825 -1.585 0.119
H -1.747 -4.145 -2.426 0.118
H -0.243 -2.808 -1.008 0.118
H 2.107 -1.522 3.005 0.078
H 3.817 -3.120 3.763 0.115
H 3.520 -5.540 3.356 0.120
H 1.513 -6.360 2.174 0.120
H -0.212 -4.778 1.414 0.111
H -2.857 -0.512 0.718 0.087
H -3.933 0.780 -1.078 0.124
H -3.751 3.237 -1.126 0.125
H -2.471 4.435 0.621 0.128
H -1.389 3.167 2.432 0.125
H -3.931 0.864 4.154 0.121
H -4.741 1.998 6.189 0.121
H -3.149 3.126 7.698 0.122
H -0.733 3.133 7.190 0.119
H 0.106 1.980 5.176 0.111
C 4.247 2.182 3.115 0.035
C 3.338 1.466 2.173 -0.407
C 3.850 0.837 0.930 0.021
O 2.141 1.426 2.515 -0.128
H 5.267 2.234 2.749 0.097
H 4.230 1.666 4.078 0.112
H 3.856 3.186 3.283 0.113
H 4.934 0.859 0.880 0.103
H 3.443 1.383 0.076 0.104
H 3.486 -0.192 0.870 0.096
C 0.597 7.270 -4.248 -0.063
C 1.285 6.864 -2.944 -0.560
C 0.923 7.894 -1.864 -0.041
C 2.803 6.871 -3.173 -0.040
C 0.858 5.473 -2.474 -0.149
C -0.066 4.693 -3.173 0.003
C -0.459 3.422 -2.755 0.034
C 0.114 2.962 -1.598 -0.193
O -0.085 1.750 -0.941 0.154
B 0.717 1.843 0.167 -0.700
O 1.444 3.001 0.236 0.160
C 1.031 3.717 -0.893 -0.159
C 1.423 4.967 -1.295 0.072
H 0.944 8.261 -4.542 0.093
H -0.488 7.323 -4.139 0.090
H 0.834 6.587 -5.065 0.092
H 1.240 8.889 -2.179 0.093
H 1.415 7.677 -0.915 0.077
H -0.154 7.921 -1.692 0.092
H 3.116 7.836 -3.575 0.092
H 3.098 6.097 -3.884 0.095
H 3.354 6.709 -2.245 0.078
H -0.498 5.076 -4.085 0.108
H -1.170 2.832 -3.317 0.130
H 2.142 5.535 -0.721 0.131
```

HOMO level = -12.97 eV
calculated total energy = -82685.88955 eV
total charge = +2